Entry 1:
Here is a gas-phase ion, C6H12NO (charge +1) in a non-equilibrium geometry from the Open Molecules 2025 dataset. Energies are from ωB97M-V with the def2-TZVPD basis set.

Geometry as XYZ:
```
20
Properties=species:S:1:pos:R:3:forces:R:3
N -2.263595 1.685682 -1.741031 -0.3 1.0 0.0
C -1.151616 2.610795 -1.251147 -0.3 -0.1 -0.4
C 0.111704 1.809739 -1.120435 0.5 -0.2 0.9
C -0.075640 0.705851 -0.104775 -0.9 0.0 0.1
C 0.655761 -0.392938 0.051099 0.4 -0.2 -0.1
C 0.574519 -1.305671 1.168754 -0.6 -0.1 -0.4
C 1.373203 -2.372675 1.232650 0.4 0.2 0.4
O 1.386721 -3.186349 2.305663 -0.1 -0.6 -0.2
H -3.159911 2.054979 -1.417399 -0.1 -0.3 -0.1
H -2.131794 0.745738 -1.368737 0.1 -0.3 0.1
H -2.294173 1.666113 -2.762976 0.1 -0.2 0.1
H -1.135589 3.464361 -1.922444 0.2 -0.1 -0.3
H -1.470651 3.009803 -0.299462 -0.1 -0.2 0.4
H 0.489746 1.424757 -2.061878 0.0 0.1 -0.3
H 0.863938 2.468124 -0.683615 0.1 0.3 -0.4
H -0.874007 0.863141 0.625897 0.2 0.2 0.1
H 1.421452 -0.626293 -0.673776 0.3 0.1 -0.2
H -0.210401 -1.139017 1.895300 0.2 -0.1 0.3
H 2.145198 -2.537390 0.487585 -0.1 -0.1 -0.1
H 1.803465 -4.042886 2.100468 -0.1 0.6 0.1
```
Positions in Å, forces in eV/Å.

Its total charge is +1. As for the structure (SMILES): [NH3+]CC/C=C/C=C/O. As for the multiplicity: 1. The value obtained for the gap between HOMO and LUMO is 7.8 eV.

Results of the Löwdin charge analysis, in e, for atoms 1 through 5:
1. N 0.20
2. C -0.14
3. C -0.19
4. C -0.15
5. C -0.12


Entry 2:
Here is a molecular structure, C2H6O3Si in a non-equilibrium geometry from the Open Molecules 2025 dataset. Energies are from ωB97M-V with the def2-TZVPD basis set.

Geometry as XYZ:
```
12
Properties=species:S:1:pos:R:3:forces:R:3
C -0.633484 1.622454 -0.045908 -0.3 0.3 -0.8
C -0.632285 -1.625349 0.079540 0.6 0.2 3.2
O 2.659725 -0.021754 -0.050228 -0.5 0.1 0.5
O 1.678306 -0.012928 -1.096152 -0.4 -0.2 -0.7
O 1.733416 0.073589 1.073597 0.0 -0.1 0.4
Si 0.398659 0.015021 0.027717 0.0 0.1 -0.7
H -0.168001 2.629073 -0.027649 0.7 -0.9 0.8
H -1.208773 1.889199 -0.994414 0.0 -1.5 1.1
H -1.267698 1.488088 0.850009 -0.3 0.5 -0.6
H -0.017793 -2.550518 0.306725 -0.4 1.3 0.2
H -1.575227 -1.652550 0.736889 1.5 0.3 -0.7
H -0.966845 -1.854324 -0.860130 -1.0 -0.2 -2.8
```
Positions in Å, forces in eV/Å.

As for the multiplicity: 1. The value obtained for the gap between HOMO and LUMO is 10.1 eV.

Results of the Löwdin charge analysis, in e, for atoms 1 through 5:
1. C -0.16
2. C -0.14
3. O -0.10
4. O -0.17
5. O -0.16


Entry 3:
Here is a molecular structure, C76H60BrGeNO2PS2Se2Zr in a non-equilibrium geometry from the Open Molecules 2025 dataset. Energies are from ωB97M-V with the def2-TZVPD basis set.

Geometry as XYZ:
```
147
Properties=species:S:1:pos:R:3:forces:R:3
Zr 0.978495 0.387331 0.826546 0.8 -0.2 0.4
Se 0.052075 -0.846800 3.047594 -0.3 0.3 0.2
P -1.906989 -0.584177 2.091260 0.1 -0.4 0.4
Se -1.681956 -0.157467 -0.037162 -0.1 0.4 0.2
C -2.838412 -2.103543 2.329852 0.0 -0.2 -0.2
C -3.469837 -2.724418 1.260381 -0.1 -0.1 0.0
C -4.232137 -3.866428 1.478850 0.0 0.0 0.0
C -4.357290 -4.379459 2.759828 0.0 0.0 0.0
C -3.721673 -3.757730 3.833174 0.0 0.0 0.0
C -2.959687 -2.619438 3.623647 -0.1 -0.1 -0.1
C -2.863741 0.659368 2.950277 -0.2 0.2 0.0
C -2.554432 1.082632 4.241018 -0.2 0.2 0.0
C -3.434309 1.929605 4.908512 0.0 0.0 -0.1
C -4.613160 2.336606 4.292585 0.1 0.0 0.1
C -4.922099 1.898981 3.009831 -0.1 0.0 0.0
C -4.048816 1.064071 2.336163 -0.1 0.0 0.0
H -3.373830 -2.317504 0.260288 0.0 0.0 0.0
H -4.731626 -4.350797 0.646623 0.0 0.0 0.1
H -4.954059 -5.268302 2.928306 0.0 0.1 0.0
H -3.824424 -4.160498 4.834233 0.0 0.0 -0.1
H -2.462409 -2.140174 4.460360 0.0 0.0 0.0
H -1.647429 0.753577 4.728247 0.1 0.0 0.0
H -3.201710 2.259984 5.914576 0.0 0.0 -0.1
H -5.295273 2.999334 4.814634 0.1 -0.1 0.0
H -5.842948 2.213573 2.529702 0.1 0.0 0.1
H -4.286361 0.733428 1.329735 0.0 0.0 0.1
C -2.265268 -7.272239 -0.733747 0.2 0.1 0.0
C -1.249010 -6.186319 -0.458406 -0.1 -0.1 0.1
C -1.521883 -4.862459 -0.785946 0.0 0.1 0.0
C -0.634748 -3.841208 -0.470042 -0.1 -0.1 0.0
C 0.545705 -4.166809 0.171721 -0.1 -0.1 0.1
C 0.855969 -5.476682 0.518013 -0.1 -0.1 -0.1
C -0.042397 -6.478762 0.187631 0.0 0.0 0.0
S 1.692621 -2.904285 0.632423 -0.2 0.2 -0.2
O 0.948430 -1.633424 0.146098 0.7 -0.5 -0.1
C 3.033626 -3.213607 -0.501422 0.1 0.0 0.1
C 4.245095 -3.526943 0.161458 -0.2 0.0 0.1
C 5.365652 -3.784772 -0.568083 0.1 -0.1 0.0
C 5.329537 -3.733327 -1.980463 0.1 0.0 0.0
C 6.499237 -3.973729 -2.752660 0.0 0.0 0.1
C 6.459583 -3.915880 -4.110913 -0.1 0.0 -0.2
C 5.244288 -3.608360 -4.777464 0.2 -0.1 0.0
C 4.105476 -3.376569 -4.069385 -0.1 0.0 0.2
C 4.111801 -3.432049 -2.642528 -0.1 0.1 -0.2
C 2.937858 -3.176414 -1.875984 0.0 0.2 -0.1
C 1.658197 -2.826867 -2.585170 0.1 -0.1 0.3
C 0.867459 -3.853047 -3.171429 0.1 -0.1 0.0
C 1.276299 -5.209129 -3.130317 0.1 0.0 0.0
C 0.517976 -6.172422 -3.723198 -0.2 -0.1 -0.1
C -0.696649 -5.833305 -4.369885 0.1 -0.1 0.1
C -1.129590 -4.538281 -4.389572 0.0 0.1 0.1
C -0.356861 -3.511277 -3.788847 -0.1 0.1 -0.2
C -0.794913 -2.154312 -3.789650 -0.1 -0.2 -0.1
C -0.028874 -1.171971 -3.245505 0.1 -0.1 0.0
C 1.211440 -1.535090 -2.672008 -0.1 0.1 0.1
S 2.243623 -0.309461 -1.957929 -0.3 0.3 0.0
O 1.270565 0.685308 -1.182192 0.8 -0.7 -0.9
C 2.713659 0.641708 -3.361761 0.0 0.3 0.0
C 2.586561 0.186672 -4.667620 0.0 0.1 0.0
C 3.043596 0.996139 -5.697813 0.1 0.0 -0.1
C 3.626626 2.238855 -5.445300 0.0 0.1 -0.1
C 4.141522 3.097719 -6.574945 0.0 -0.1 0.1
C 3.739921 2.665264 -4.119844 0.1 0.1 0.0
C 3.298862 1.874022 -3.076336 0.0 0.0 -0.1
H -2.883579 -7.033204 -1.601755 0.1 0.0 0.1
H -2.932432 -7.388183 0.123712 0.0 0.0 0.0
H -1.785411 -8.236132 -0.903272 0.0 0.0 0.0
H -2.449069 -4.621025 -1.301179 0.1 0.0 0.1
H -0.852680 -2.808553 -0.721348 0.0 -0.1 0.0
H 1.781959 -5.716134 1.034862 -0.1 0.0 -0.1
H 0.188959 -7.507871 0.444705 0.0 0.1 0.0
H 4.272418 -3.549361 1.247549 0.0 0.1 -0.1
H 6.300956 -4.019547 -0.067853 -0.1 0.0 -0.1
H 7.425244 -4.205516 -2.236243 -0.1 0.0 0.0
H 7.356364 -4.107165 -4.690547 -0.1 0.0 0.0
H 5.225433 -3.562583 -5.860954 0.0 0.0 0.1
H 3.181092 -3.158468 -4.592255 0.0 0.0 0.0
H 2.200168 -5.473215 -2.625475 -0.1 0.0 -0.1
H 0.845738 -7.206467 -3.703286 -0.1 0.1 0.0
H -1.283475 -6.610145 -4.848381 0.1 0.1 0.1
H -2.068107 -4.275669 -4.867216 0.1 0.0 0.0
H -1.754646 -1.913731 -4.237136 0.1 0.0 0.0
H -0.345775 -0.135670 -3.249578 0.0 0.0 0.0
H 2.136637 -0.773660 -4.889588 0.0 0.1 0.0
H 2.942102 0.653269 -6.723902 0.0 0.0 0.1
H 3.573260 2.931262 -7.490370 0.0 0.0 0.1
H 5.185823 2.853362 -6.788160 -0.1 0.0 0.0
H 4.096889 4.157752 -6.325723 0.0 -0.1 0.0
H 4.183257 3.633122 -3.904779 0.0 -0.1 0.0
H 3.384648 2.223160 -2.050932 0.0 0.0 -0.1
C 0.106283 3.407642 -0.915560 0.2 -0.1 -0.1
Ge -0.702791 2.744427 0.760508 -0.5 1.3 0.2
C -2.534539 3.300303 0.540572 -0.5 -0.1 0.1
C -3.231676 3.033205 -0.642736 -0.2 0.2 0.1
C -4.464509 3.627844 -0.888959 0.1 -0.1 0.1
C -5.021776 4.488771 0.055455 0.0 0.0 0.0
C -4.352661 4.736846 1.246743 0.1 -0.1 0.0
C -3.114805 4.141790 1.489527 -0.1 0.0 0.0
C -0.013002 3.741368 2.338750 0.1 0.2 0.1
C 0.459692 3.055428 3.429583 0.0 0.5 0.2
C 1.066271 3.712147 4.530887 -0.1 -0.2 -0.1
C 1.203699 5.066608 4.517740 0.0 0.1 0.0
C 0.724387 5.829134 3.420079 -0.1 0.0 0.0
C 0.846520 7.246168 3.425095 0.1 -0.1 0.1
C 0.366565 7.994490 2.394359 -0.1 0.0 -0.2
C -0.266584 7.360636 1.296778 0.1 0.1 0.1
C -0.396959 6.003582 1.258390 0.2 -0.3 0.2
C 0.097249 5.178879 2.316259 0.1 0.0 0.1
H -0.581681 4.162254 -1.294572 0.0 0.0 0.0
H 0.227322 2.634012 -1.665437 0.0 0.0 -0.1
H 1.078315 3.846820 -0.697765 0.0 0.0 -0.1
H -2.818456 2.353465 -1.378315 0.0 0.0 -0.1
H -4.988958 3.429317 -1.818318 0.1 0.0 0.1
H -5.977792 4.963918 -0.140868 0.1 -0.1 0.0
H -4.792047 5.395145 1.990427 0.1 -0.1 -0.1
H -2.600021 4.341932 2.426507 -0.1 0.0 -0.1
H 0.394717 1.982041 3.464477 -0.1 -0.3 0.0
H 1.424845 3.131483 5.376021 -0.1 0.0 -0.1
H 1.676245 5.585312 5.349602 -0.1 -0.1 -0.1
H 1.318359 7.723347 4.280551 -0.1 -0.1 -0.1
H 0.455655 9.074349 2.416034 0.0 -0.1 0.0
H -0.664202 7.962817 0.486962 0.0 0.0 0.1
H -0.904017 5.549637 0.419862 0.0 0.0 0.0
Br 7.461985 -1.709149 2.476532 0.2 -0.1 0.1
C 5.731737 -1.066236 2.129790 -0.1 0.0 0.0
C 4.708784 -1.319537 3.022794 -0.2 0.1 0.0
C 3.413820 -0.900504 2.709307 0.3 0.0 -0.2
C 3.087650 -0.217050 1.527029 0.3 -0.3 0.2
C 4.190446 0.049165 0.692646 -0.1 0.1 0.1
C 5.485692 -0.361514 0.964238 0.0 0.1 -0.1
H 4.909809 -1.844580 3.950625 0.0 0.0 -0.1
H 2.659083 -1.129983 3.440384 -0.3 -0.1 0.2
H 4.065495 0.623565 -0.214418 -0.1 0.1 -0.2
H 6.296851 -0.133302 0.279491 -0.1 0.0 0.1
N 2.278106 2.320086 1.078453 -0.7 -1.0 -0.4
C 3.002864 3.020066 1.612058 0.9 1.1 0.5
C 3.922928 3.880903 2.304439 -0.3 -0.4 -0.2
C 4.789053 3.294227 3.226354 0.1 -0.1 0.1
C 5.665779 4.103977 3.924604 0.0 0.0 0.0
C 5.672940 5.475884 3.692046 0.0 0.1 0.0
C 4.806240 6.048880 2.765460 0.0 0.0 0.0
C 3.918731 5.251310 2.065157 -0.1 0.2 -0.1
H 4.763883 2.221350 3.384581 0.0 0.1 0.0
H 6.345849 3.668556 4.646731 0.0 0.0 0.0
H 6.362348 6.107705 4.242665 -0.1 -0.1 -0.1
H 4.823867 7.117026 2.589228 0.0 -0.1 0.0
H 3.217546 5.681224 1.356539 0.1 0.0 0.1
```
Positions in Å, forces in eV/Å.

Its total charge is +2. As for the multiplicity: 2. The value obtained for the gap between HOMO and LUMO (alpha / beta) is 7.1 / 5.6 eV.

Results of the Löwdin charge analysis, in e, for atoms 1 through 5:
1. Zr 1.16
2. Se 0.47
3. P 0.31
4. Se 0.51
5. C -0.40


Entry 4:
Here is a single C4H10N2O molecule in a non-equilibrium geometry from the Open Molecules 2025 dataset. Energies are from ωB97M-V with the def2-TZVPD basis set.

Geometry as XYZ:
```
17
Properties=species:S:1:pos:R:3:forces:R:3
N -2.197361 0.914534 0.360668 0.0 0.4 -0.2
C -1.648380 -0.037842 -0.592787 0.5 0.0 -0.4
C -0.170319 0.235366 -0.849388 0.4 0.7 0.8
C 0.699893 -0.017927 0.390183 1.4 -0.4 -1.0
N 0.809729 -1.465153 0.603170 0.5 -0.9 1.0
C 2.112935 0.497228 0.093320 0.4 0.4 0.4
O 2.674624 0.403147 -0.964522 -0.2 -0.2 -0.3
H -1.519026 1.179431 1.051848 0.1 0.0 0.3
H -3.045081 0.633893 0.829530 0.0 -0.2 -0.1
H -2.148854 0.097894 -1.550257 -0.3 -0.3 0.0
H -1.706029 -1.081487 -0.271918 -0.3 0.0 0.0
H 0.046159 1.253233 -1.191839 -0.5 0.1 0.1
H 0.278225 -0.362401 -1.639593 -0.4 -0.4 -0.1
H 0.422587 0.435322 1.339179 -0.5 0.1 -0.1
H 1.263294 -1.699724 1.491868 -0.5 0.4 0.0
H 1.444764 -1.933152 -0.041029 -0.3 0.5 -0.6
H 2.682838 0.947643 0.941561 -0.2 -0.1 0.1
```
Positions in Å, forces in eV/Å.

As for the structure (SMILES): NCC[C@@H](N)C=O. As for the multiplicity: 1. The value obtained for the gap between HOMO and LUMO is 10.0 eV.

Results of the Löwdin charge analysis, in e, for atoms 1 through 5:
1. N 0.00
2. C -0.29
3. C -0.17
4. C -0.38
5. N 0.05


Entry 5:
Here is a single C5H8O molecule from the Open Molecules 2025 dataset. Energies are from ωB97M-V with the def2-TZVPD basis set.

Geometry as XYZ:
```
14
Properties=species:S:1:pos:R:3:forces:R:3
C -0.190675 1.592498 -0.435349 0.0 0.3 -0.1
C -0.126071 -0.668347 0.323538 -0.1 -0.2 0.1
C -0.273577 -1.383023 -0.977718 0.1 0.0 0.0
O -0.744178 -1.247497 1.324754 0.4 -0.1 0.1
C 0.494203 0.591409 0.468479 -0.1 0.3 0.0
C 1.612399 0.861684 1.219058 -0.4 -0.4 -0.1
H 0.048728 2.567107 -0.010413 0.0 0.1 -0.2
H 0.134470 1.541004 -1.481206 0.0 0.1 0.1
H -1.282740 1.444474 -0.413264 0.2 0.2 -0.1
H -0.069476 -2.447549 -0.837936 -0.1 0.1 0.0
H 0.402360 -0.966833 -1.727657 -0.1 -0.1 0.2
H -1.306189 -1.281551 -1.336347 0.1 0.0 0.1
H -0.706916 -0.616453 2.069413 0.1 -0.2 0.0
H 2.007662 0.013075 1.814649 -0.4 -0.1 -0.1
```
Positions in Å, forces in eV/Å.

As for the multiplicity: 1. The value obtained for the gap between HOMO and LUMO (alpha / beta) is 6.9 / 6.9 eV.

Results of the Löwdin charge analysis, in e, for atoms 1 through 5:
1. C -0.09
2. C -0.30
3. C 0.01
4. O 0.14
5. C -0.50


Listing ΔE to the lowest compared entry with this formula, charge and spin for the structures above in their given order: 55.2 420.4 0.0 181.8 431.4 kJ/mol.
Listing total energy for the structures above in their given order: -9946.5325 -16187.5665 -374853.4877 -9337.1037 -7357.7845 eV.